{"formula": "C6H11NO3P", "method": "wB97M-V/def2-TZVPD", "species": ["C", "C", "C", "N", "O", "P", "O", "O", "C", "C", "C", "H", "H", "H", "H", "H", "H", "H", "H", "H", "H", "H"], "positions_angstrom": [[2.9085, -0.9234, -2.4572], [2.1821, -0.0432, -1.7550], [2.1501, 0.4113, -0.3206], [1.1681, -0.2627, 0.5266], [1.0068, -1.7204, 0.2258], [-0.5017, 0.3105, -0.0308], [-0.4353, 1.7388, -0.4110], [-0.8653, -0.5752, -1.1715], [-1.4355, -0.0616, 1.5776], [-2.9021, 0.0466, 1.2493], [-3.4700, 1.0808, 1.8333], [2.8212, -1.1885, -3.4459], [3.8652, -1.4802, -2.0159], [1.3440, 0.5756, -2.2542], [1.7578, 1.4438, -0.1077], [3.2208, 0.2051, 0.0922], [0.3292, -1.9026, -0.4255], [-1.1487, -0.9553, 1.9514], [-1.0518, 0.5898, 2.2940], [-3.4508, -0.4038, 0.4839], [-4.4885, 1.4922, 1.6111], [-3.0039, 1.6223, 2.5502]], "forces_ev_per_a": [[2.59, -0.11, 3.98], [-2.08, 1.81, -1.73], [2.42, -1.20, 1.24], [-2.84, -1.33, -1.32], [2.29, 0.23, 1.96], [1.03, -0.57, 0.37], [0.11, 1.09, 1.04], [-0.77, -1.18, 0.13], [-0.74, 0.65, -3.90], [1.20, 2.12, 1.82], [-3.58, -0.13, -1.58], [-0.81, -0.07, -2.22], [-2.23, 1.20, -0.37], [1.21, -1.55, 0.08], [1.17, -0.48, -0.97], [-1.63, 0.61, -0.19], [-0.64, 1.08, -0.87], [0.96, -3.43, 0.54], [-0.02, 1.79, 1.10], [-0.08, -1.31, -1.17], [0.77, -0.80, -0.03], [1.65, 1.59, 2.08]], "nbo_charge": [-0.415, -0.170, -0.312, -0.443, -0.665, 2.234, -1.167, -1.192, -0.781, -0.173, -0.391, 0.184, 0.162, 0.222, 0.265, 0.159, 0.488, 0.227, 0.222, 0.214, 0.166, 0.167], "relative_energy_kj_mol": 293.49, "e_tot_ha": -857.0331, "e_lumo_ha": 0.1440, "smiles": "C=CCN(O)[P@@](=O)([O-])CC=C", "charge": -1, "gap_ev": 8.981}